*A*
10
Properties=species:S:1:pos:R:3 method="wB97M-V/def2-TZVPD" smiles="N#CC/C=N/O" orbital_gap_ev=11.41 lumo_energy_ev=0.9 multiplicity=1
N 1.16888 0.68809 -0.28792
H 2.66462 1.85797 -0.01165
C -1.98815 -0.23918 0.21885
H -0.79654 -0.17299 -1.54833
C 0.43344 -0.19841 0.28530
H -0.73083 -1.75608 -0.77228
O 2.25417 1.11200 0.52575
H 0.67538 -0.59626 1.24192
C -0.79365 -0.65915 -0.55498
N -2.88733 -0.03598 0.90334

*B*
10
Properties=species:S:1:pos:R:3 method="wB97M-V/def2-TZVPD" smiles=Cc1ncno1 orbital_gap_ev=10.86 lumo_energy_ev=0.7 multiplicity=1
H -0.91539 -1.49834 1.44773
O -1.00075 -0.24578 -0.71633
C 0.06299 -0.09137 0.18098
C -0.44946 -0.52789 1.37069
H 1.44002 1.07394 -2.29665
H 0.54974 -0.39034 2.01249
N 1.14925 0.23000 -0.37820
H -1.19718 0.24958 1.81736
C 0.84212 0.68564 -1.61483
N -0.48134 0.51456 -1.82323

It comes down to *A*, which is 53.6 kJ/mol more stable than the next structure.

*A*
10
Properties=species:S:1:pos:R:3 method="wB97M-V/def2-TZVPD" smiles="N#CCNC=O" orbital_gap_ev=11.21 lumo_energy_ev=0.6 multiplicity=1
O -1.68809 1.43113 -0.03110
C 0.76019 0.02568 0.54226
H 1.16433 -0.55532 1.37590
H -2.40438 -0.42266 -0.56199
H -0.66498 -1.46622 -0.25252
N -0.49899 -0.52484 0.07840
H 0.56441 1.04068 0.90901
N 2.57455 0.13229 -1.35402
C 1.78121 0.10132 -0.51473
C -1.58825 0.23793 -0.19121

*B*
10
Properties=species:S:1:pos:R:3 method="wB97M-V/def2-TZVPD" orbital_gap_ev=8.79 lumo_energy_ev=0.5 multiplicity=1
H 1.49774 1.73678 -0.54596
N 0.59823 -2.15161 0.27958
N 0.76149 1.13189 -0.77527
C -0.85860 -0.08342 0.30100
C -0.57461 1.11809 -0.30589
H -0.92618 2.14975 -0.14802
O 1.27751 -0.04040 -0.41051
C 0.40962 -0.80691 0.33905
H -1.77739 -0.45652 0.69790
H -0.40782 -2.59766 0.56812

It comes down to *A*, which is 338.9 kJ/mol more stable than the next structure.